Record 1
Formula: C19H25MgN4OPS2
Source: the OMol25 dataset
Level of theory: the ωB97M-V functional and the def2-TZVPD basis

Results
Charge: +2
HOMO-LUMO gap, eV: 1.763
Multiplicity: 1
LUMO energy, eV: -10.788
Energy, eV: -64492.853

Element x y z (Å)
C1 2.10631 0.34805 3.07568
C2 3.57183 0.65425 2.51024
C3 4.33457 -0.65070 1.92068
C4 4.35270 -0.70168 0.31153
C5 2.91986 -1.33962 -0.13939
C6 2.83055 -2.91585 0.11056
C7 1.32176 -3.50924 -0.01124
C8 0.42775 -2.44652 -0.82380
C9 0.65927 -2.33348 -2.34372
N1 -0.01991 -1.41822 -3.17708
C10 -0.93688 -0.61478 -2.43424
C11 -1.72203 0.48191 -3.25226
S1 -1.38317 0.69064 -5.07735
C12 -2.74519 1.42300 -2.59106
N2 -3.44376 2.47564 -3.36388
C13 -2.68061 3.54230 -3.35504
S2 -1.59130 4.66598 -3.91580
C14 -2.98777 1.24126 -1.05748
C15 -4.02676 2.23855 -0.36008
C16 -3.16064 3.52258 0.10819
N3 -3.49413 4.28602 1.11929
C17 -2.23395 0.17430 -0.23571
P1 -2.53615 -0.04599 1.63321
C18 -4.19038 -0.95144 1.92282
O1 -2.70942 1.46744 2.39024
C19 -1.17553 -0.77533 -0.92887
N4 -0.50530 -1.69611 -0.06894
H1 1.45553 -0.30090 2.40441
H2 2.16874 -0.16427 4.09007
H3 1.57746 1.35912 3.19969
H4 4.19966 1.00732 3.40650
H5 3.57993 1.53108 1.76464
H6 3.84397 -1.58325 2.35030
H7 5.43139 -0.53658 2.24912
H8 4.33582 0.38748 -0.10674
H9 5.24370 -1.26854 -0.13317
H10 2.84300 -1.13396 -1.26434
H11 2.13462 -0.72191 0.40769
H12 3.30934 -3.26697 1.07876
H13 3.41852 -3.42654 -0.74000
H14 0.89567 -3.57737 1.05549
H15 1.28580 -4.55302 -0.45694
H16 1.42944 -3.01796 -2.84086
H17 -2.32013 -0.03559 -5.79588
H18 -4.49855 1.68768 0.51618
H19 -4.80430 2.49726 -1.14927
H20 -2.18716 3.72580 -0.46992
H21 -2.72394 4.98622 1.16615
H22 -4.82776 -0.92356 0.96729
H23 -4.77686 -0.49356 2.80373
H24 -4.03578 -2.05569 2.21243
H25 -3.38745 1.45938 3.10027
Mg1 5.42761 0.60537 -1.78207


Record 2
Formula: C19H25N2
Source: the OMol25 dataset
Level of theory: the ωB97M-V functional and the def2-TZVPD basis

Results
Charge: +1
HOMO-LUMO gap, eV: 5.742
Multiplicity: 1
Relative energy (zero: lowest compared OMol25 entry of this formula, charge and spin), eV: 1.564
LUMO energy, eV: -4.935
Energy, eV: -23081.442

Element x y z (Å)
C1 -2.46582 -3.06918 1.76499
C2 -2.95971 -2.16789 0.81244
C3 -2.83534 -0.79182 1.02445
C4 -2.21047 -0.32229 2.18674
C5 -2.02657 1.16325 2.40186
C6 -0.74325 1.67677 1.74423
C7 -0.46097 3.17758 1.96128
C8 1.07286 3.29573 2.10090
C9 1.61939 1.86299 1.99326
N1 0.45577 1.01233 2.16531
C10 -1.72048 -1.22211 3.13905
C11 -1.84548 -2.59641 2.92956
H1 -2.56449 -4.14229 1.60106
H2 -3.44115 -2.52768 -0.09890
H3 -3.20571 -0.06526 0.29398
H4 -2.85993 1.72403 1.95477
H5 -1.98582 1.39843 3.47707
H6 -0.84448 1.48739 0.64964
H7 -0.84124 3.74256 1.10487
H8 -0.95806 3.52207 2.87470
H9 1.49383 3.92241 1.31181
H10 1.32678 3.72190 3.07618
H11 2.07198 1.69356 0.99722
H12 2.39177 1.65945 2.74755
H13 0.56754 0.05435 1.85022
H14 -1.23224 -0.82256 4.03222
H15 -1.45427 -3.28643 3.67888
C12 5.53764 1.60658 -0.88510
N2 4.38401 1.75912 -1.79493
C13 4.47217 2.69692 -2.89535
C14 4.09632 4.03329 -2.70840
C15 4.17930 4.93626 -3.77381
C16 4.65530 4.51398 -5.01940
C17 5.05606 3.18551 -5.19650
C18 4.97481 2.27863 -4.13448
C19 3.32111 1.03028 -1.55025
H16 6.33040 2.27951 -1.21771
H17 5.24840 1.85795 0.14477
H18 5.90176 0.57053 -0.89664
H19 3.72871 4.34792 -1.72705
H20 3.86399 5.96895 -3.62351
H21 4.71763 5.21839 -5.84776
H22 5.42869 2.84405 -6.16253
H23 5.28648 1.23708 -4.25508
H24 2.46393 1.10531 -2.22461
H25 3.35658 0.31422 -0.72283


Look up the charge of the second one.
+1